C36H76CdO20Zn as an isolated structure in a non-equilibrium geometry, computed with ωB97M-V with the def2-TZVPD basis set.

Each line ends with the Mulliken charge.
Element x y z (Å)
Zn 1.526091 4.105190 0.133366  0.480
Cd -1.480505 -2.967273 -0.225859  3.614
C 0.559893 0.352892 1.284272  -0.480
C -0.252622 -0.631063 0.620088  -0.516
C -1.005697 -0.267112 -0.688440  0.212
O -1.682667 -1.152546 -1.197211  -1.070
C -0.720503 0.980201 -1.293674  -0.603
C 0.092055 1.874465 -0.665292  1.761
C 0.716360 1.573964 0.661555  0.514
O 1.362979 2.520177 1.246370  0.587
O 0.284672 3.021342 -1.193098  -1.334
O -0.317055 -1.795828 1.051806  -1.308
H 0.995196 0.144346 2.249479  0.657
H -1.151133 1.205820 -2.258717  0.706
C -5.102577 -4.435364 -1.647706  -0.690
C -6.409788 -4.155442 -1.240432  0.450
C -6.658120 -3.321761 -0.024460  0.330
O -7.812211 -3.033362 0.325963  -0.691
C -5.576329 -2.900676 0.771758  -0.980
C -4.255630 -3.082447 0.348477  0.527
C -3.990431 -3.854212 -0.996578  0.724
O -2.793158 -4.065133 -1.337684  -0.856
O -3.204978 -2.579566 0.858385  -0.985
O -7.328456 -4.624751 -1.946286  -0.704
H -4.842892 -4.996331 -2.534616  0.384
H -5.798914 -2.339813 1.668170  0.402
C 2.463554 -4.623498 4.284512  -1.496
C 2.188519 -3.487890 3.336375  0.635
O 0.880437 -2.983899 3.527207  -0.614
H 2.449863 -4.284943 5.322697  0.323
H 3.415866 -5.126635 4.112846  0.386
H 1.719236 -5.421047 4.233793  0.313
H 2.261550 -3.844206 2.300396  0.062
H 2.929356 -2.685287 3.433892  0.014
H 0.644559 -2.365663 2.823835  -0.020
C -0.521344 -3.799640 -3.768526  -0.488
C 0.336723 -4.285931 -2.610761  -0.580
O 0.314090 -3.258644 -1.590176  -0.052
H -0.615632 -4.627850 -4.478655  0.458
H -0.097451 -2.912882 -4.235332  -0.072
H -1.551032 -3.639767 -3.449260  0.005
H 1.333944 -4.538947 -2.974429  0.462
H -0.089571 -5.162191 -2.120808  0.280
H 1.089506 -2.706855 -1.765967  -0.096
C -2.554259 -5.858274 2.412853  -1.296
C -1.425297 -4.850384 2.285820  0.226
O -1.123196 -4.718080 0.894712  -0.289
H -2.160657 -6.813849 2.049156  0.344
H -3.446988 -5.585677 1.853624  0.275
H -2.799077 -6.043715 3.461072  0.409
H -0.590717 -5.188264 2.907542  -0.003
H -1.702993 -3.906259 2.752981  0.167
H -0.690575 -5.549189 0.666687  0.173
C -3.504239 3.345369 -2.391983  -0.490
C -3.371052 4.656898 -3.159870  -0.273
O -4.680880 5.026072 -3.556596  -0.526
H -4.004529 3.525232 -1.436064  0.271
H -2.559741 2.888084 -2.099247  -0.164
H -4.112686 2.680651 -2.998748  0.388
H -2.764043 4.374035 -4.031651  0.255
H -2.907542 5.509342 -2.649812  0.247
H -4.590483 5.758007 -4.174817  0.297
C -0.836957 0.786058 4.821258  -0.980
C -0.416714 2.165570 4.308905  0.890
O -0.824569 3.151795 5.267369  -0.614
H -1.906428 0.723979 5.042184  0.427
H -0.330572 0.456863 5.727338  0.311
H -0.744741 0.018616 4.046819  0.040
H -0.921086 2.318017 3.349176  -0.147
H 0.654773 2.280754 4.155317  -0.367
H -1.786428 3.138745 5.214868  0.400
C -2.422961 -0.729515 -4.644108  -0.534
C -3.755165 -0.865051 -3.924891  -0.159
O -3.765603 -0.031408 -2.781056  -0.520
H -2.431609 -1.340940 -5.552750  0.542
H -1.603793 -1.095926 -4.026172  -0.193
H -2.227958 0.296026 -4.966562  0.197
H -3.913330 -1.908501 -3.621641  0.022
H -4.619838 -0.642445 -4.551109  0.389
H -3.020454 -0.338287 -2.240585  0.105
C 4.923726 0.113260 4.378536  -1.646
C 3.557908 0.523374 3.882581  0.810
O 3.653282 0.815716 2.504999  -0.546
H 4.956510 -0.027731 5.458678  0.409
H 5.643629 0.907715 4.166980  0.379
H 5.250170 -0.791443 3.865437  0.347
H 3.225235 1.414361 4.426900  -0.421
H 2.840353 -0.262548 4.150096  0.117
H 2.804912 1.163064 2.194721  -0.433
C 0.930551 1.449707 -4.372215  -0.321
C 1.288629 0.297530 -5.286605  -0.073
O 2.686527 -0.043054 -5.104979  -0.613
H -0.085125 1.828676 -4.485753  0.322
H 1.578573 2.326365 -4.507691  0.412
H 1.142360 1.236322 -3.321136  -0.150
H 1.074621 0.489314 -6.337054  0.410
H 0.755431 -0.585769 -4.935684  -0.285
H 3.151800 0.680873 -5.539182  0.324
C 4.607001 2.421543 -2.505123  -1.096
C 3.698973 3.461233 -1.855793  -0.225
O 3.205661 2.971404 -0.606364  -0.173
H 4.037357 1.684997 -3.067374  0.065
H 5.248694 1.979861 -1.737058  0.375
H 5.330934 2.905932 -3.162408  0.504
H 2.833479 3.680853 -2.488121  0.257
H 4.233720 4.411685 -1.758835  0.291
H 3.766591 2.239798 -0.325005  0.112
C -2.385688 4.385290 0.942856  -0.625
C -1.240922 5.383018 0.706444  -0.317
O -0.034360 4.820616 1.270830  -0.323
H -2.409309 3.967727 1.951933  0.295
H -2.333058 3.494131 0.315944  -0.155
H -3.318396 4.904140 0.718704  0.444
H -1.461041 6.371272 1.110647  0.418
H -1.112668 5.500428 -0.369656  0.205
H -0.173489 4.838229 2.225857  0.215
C 3.424328 -1.540922 -0.069004  -1.008
C 3.372852 -0.788998 -1.381855  0.891
O 2.741810 -1.663899 -2.323613  -0.617
H 3.979024 -0.991208 0.693990  0.301
H 3.961623 -2.480288 -0.209993  0.485
H 2.441615 -1.779526 0.339055  -0.160
H 4.383045 -0.517677 -1.703240  0.402
H 2.748677 0.113464 -1.373684  -0.609
H 2.672519 -1.220603 -3.178151  0.152
C 2.713231 3.849292 3.901861  -1.105
C 3.556284 3.809518 2.653395  0.476
O 2.919522 4.711397 1.690236  -0.467
H 2.758884 4.835091 4.370055  0.456
H 3.053872 3.133155 4.649592  0.318
H 1.680349 3.581314 3.682315  0.109
H 3.526477 2.808404 2.231096  -0.248
H 4.588700 4.134922 2.770829  0.520
H 3.161292 5.594431 1.989699  0.326

Forces on the atoms, in the same order (eV/Å):
Zn -0.252 -1.327 0.494
Cd 0.262 -1.763 -0.570
C -1.052 -0.006 -1.512
C 1.121 0.205 1.310
C 1.129 0.414 -0.209
O -0.385 2.161 -1.198
C -0.393 -0.791 0.266
C -0.618 0.264 -0.685
C 0.160 -0.410 1.785
O 0.012 -0.763 -0.006
O 1.270 1.577 0.642
O 1.068 1.810 0.780
H 0.007 -0.095 0.033
H -0.077 0.037 0.065
C 3.675 1.390 0.928
C -1.512 -1.578 -2.703
C -1.989 0.525 1.514
O 0.430 -0.352 -0.724
C 2.564 -0.110 -0.156
C -1.311 0.321 -1.259
C -3.419 -1.376 0.598
O 0.012 -0.769 -1.630
O -1.132 0.469 1.869
O 0.058 0.794 1.321
H -0.534 -0.162 -0.107
H 0.054 0.061 0.020
C -0.153 -0.376 0.710
C -0.057 0.014 -1.005
O -0.107 0.110 0.663
H 0.063 0.107 -0.026
H 0.149 0.328 -0.172
H -0.207 0.207 -0.257
H 0.167 -0.093 -0.007
H 0.105 -0.039 0.189
H 0.026 -0.212 -0.189
C -0.295 -1.173 0.062
C -1.102 0.422 -0.063
O 1.651 -0.479 -0.685
H 0.272 0.241 -0.320
H 0.008 -0.027 -0.095
H 0.088 0.345 0.258
H 0.221 0.267 0.419
H -0.073 -0.087 -0.283
H 0.114 0.367 0.181
C 0.429 -0.421 0.294
C -1.124 -0.426 1.234
O 1.379 -1.678 1.642
H -0.281 -0.071 -0.178
H 0.045 0.105 0.002
H -0.127 0.214 -0.003
H 0.375 -0.031 -0.549
H -0.060 0.301 -0.751
H -0.091 0.147 -0.400
C -0.229 0.898 0.890
C 0.202 -1.001 -0.368
O -0.020 0.260 -0.187
H -0.339 -0.088 -0.167
H 0.146 0.032 -0.479
H 0.156 -0.254 0.146
H 0.048 0.531 -0.137
H 0.217 -0.309 0.284
H -0.209 -0.017 0.005
C -0.101 -0.515 -0.461
C -0.832 -0.746 0.694
O 0.126 0.229 -0.660
H -0.041 0.509 0.047
H 0.253 0.159 -0.089
H 0.430 0.008 0.033
H 0.132 0.203 -0.135
H -0.230 -0.350 0.174
H 0.002 0.164 0.341
C -0.291 -0.297 -0.791
C 0.232 -0.478 0.304
O -0.010 0.259 0.005
H 0.063 -0.046 0.021
H 0.006 0.115 0.160
H -0.042 0.083 0.197
H 0.140 -0.027 0.011
H 0.153 0.428 -0.016
H -0.398 -0.035 0.041
C 0.335 0.308 -0.155
C 0.026 0.080 1.087
O -0.184 -0.356 -0.417
H -0.236 -0.212 -0.033
H 0.030 -0.050 -0.140
H 0.055 -0.036 0.118
H 0.065 -0.283 -0.043
H -0.127 -0.080 -0.524
H -0.087 -0.214 0.005
C 0.502 0.978 0.276
C 0.307 -0.272 1.054
O -0.432 0.384 -0.316
H -0.107 -0.300 0.054
H 0.029 -0.044 -0.617
H -0.429 -0.512 -0.038
H -0.074 -0.028 0.000
H -0.177 -0.043 -0.367
H 0.361 -0.211 0.118
C 0.194 0.684 -0.053
C 0.398 -0.178 -0.885
O 0.169 0.634 -0.621
H 0.135 -0.216 0.184
H -0.211 -0.321 0.015
H -0.237 0.033 -0.242
H -0.085 -0.212 0.052
H 0.063 -0.102 0.523
H -0.176 0.029 0.378
C 0.004 0.273 -0.204
C -1.033 -1.122 -0.256
O -0.327 1.297 -0.289
H -0.017 0.523 0.243
H 0.243 0.259 -0.315
H -0.154 -0.216 0.155
H 0.179 -0.077 0.277
H 0.332 -0.074 0.040
H 0.546 -0.321 0.055
C 0.342 0.094 0.270
C -0.635 -0.383 -0.170
O 0.031 -0.224 -0.108
H -0.126 0.161 -0.030
H -0.058 -0.028 -0.155
H -0.096 0.101 -0.149
H -0.006 -0.074 -0.104
H 0.204 0.198 0.519
H 0.123 0.086 -0.154
C 0.331 0.209 0.545
C -0.763 -0.237 -0.266
O 0.404 0.510 -0.295
H -0.164 0.031 -0.005
H 0.140 0.254 -0.025
H 0.240 0.319 -0.199
H 0.294 0.588 -0.105
H 0.007 -0.041 0.169
H -0.274 0.132 -0.259

Output
Lowest unoccupied orbital energy, eV: -1.98
Highest occupied orbital energy, eV: -5.5391
ΔE to the lowest compared entry with this formula, charge and spin, eV: 0.0000
Kohn-Sham gap, eV: 3.56
Molar mass, g mol⁻¹: 1006.8